## a
Below is a 4-piece molecular cluster, C2H10O5 overall, with properties calculated with the ωB97M-V functional and the def2-TZVPD basis.

Geometry (Å):
1 H 0.688 -0.699 -1.273
2 O 2.039 -0.684 -1.147
3 O -0.371 -0.514 -1.219
4 H 2.336 0.018 -0.512
5 H 2.767 -1.148 -1.540
6 C -0.683 0.361 -0.297
7 O 0.123 0.869 0.469
8 C -2.150 0.713 -0.330
9 H -2.241 1.529 -1.052
10 H -2.743 -0.135 -0.655
11 H -2.509 1.105 0.619
12 O 2.889 1.072 0.612
13 H 2.267 0.808 1.306
14 H 2.531 1.900 0.303
15 O -1.520 -2.029 1.721
16 H -1.740 -1.934 0.788
17 H -1.684 -1.231 2.206

Results
Total charge: 0
Gap between HOMO and LUMO in hartree: 0.3938
SMILES: CC(=O)O.O.O.O

Atomic partial charges in e from the Mulliken method, atoms 1 to 8: 0.466 -0.573 -0.535 0.405 0.296 0.598 -0.607 -1.007

***

## b
Below is C2H10O5 as an isolated structure, with properties calculated with the ωB97M-V functional and the def2-TZVPD basis.

Geometry (Å):
1 H 1.410 -0.676 -0.608
2 O 2.196 -1.010 -1.522
3 O 0.847 -0.476 0.515
4 H 2.100 -0.178 -2.088
5 H 2.148 -1.780 -1.975
6 C 0.373 0.777 0.689
7 O 0.295 1.653 -0.100
8 C -0.198 0.675 2.136
9 H -0.052 -0.344 2.503
10 H 0.442 1.157 2.702
11 H -1.230 1.019 2.103
12 O -0.654 -2.542 -0.735
13 H -0.846 -1.661 -0.345
14 H -0.618 -3.207 0.013
15 O -2.703 1.558 -0.415
16 H -2.179 1.303 -1.196
17 H -2.074 2.189 -0.008

Results
Total charge: 0
Gap between HOMO and LUMO in hartree: 0.3685

Atomic partial charges in e from the Mulliken method, atoms 1 to 8: 0.423 -0.512 -0.647 0.403 0.329 0.776 -0.607 -1.124

***

Most stable structure: a

***

## a
Below is an isolated ion of composition C4H11N2S and charge +1, with properties calculated with the ωB97M-V functional and the def2-TZVPD basis.

Geometry (Å):
1 C 1.308 -0.774 0.557
2 C 0.362 1.712 0.442
3 C -0.790 0.914 -0.133
4 C -2.814 -0.797 -0.421
5 N 2.666 -0.572 0.506
6 N 0.657 0.424 -0.226
7 S -1.831 -0.065 0.910
8 H 0.893 -1.725 0.011
9 H 0.797 -0.609 1.544
10 H 0.815 2.583 -0.007
11 H 0.509 1.553 1.452
12 H -1.249 1.375 -0.893
13 H -3.032 -0.236 -1.341
14 H -2.149 -1.653 -0.554
15 H -3.904 -1.001 -0.042
16 H 3.126 -0.040 1.143
17 H 0.966 0.451 -1.225
18 H 3.159 -1.231 -0.035

Results
Total charge: +1
Gap between HOMO and LUMO in hartree: 0.3707
SMILES: CS[C@H]1C[N@H+]1CN

Atomic partial charges in e from the Mulliken method, atoms 1 to 8: -0.422 -0.514 -0.238 -0.774 -0.366 -0.110 -0.037 0.343

***

## b
Below is an isolated ion of composition C4H11N2S and charge +1, with properties calculated with the ωB97M-V functional and the def2-TZVPD basis.

Geometry (Å):
1 C -2.107 0.398 0.175
2 C 0.685 0.750 0.125
3 C 2.264 -1.176 -0.343
4 C 1.015 -0.676 0.384
5 N -0.589 1.131 -0.016
6 N -3.328 0.992 -0.189
7 S 1.875 1.973 -0.015
8 H -1.964 -0.525 -0.383
9 H -2.081 0.226 1.251
10 H 2.265 -0.853 -1.381
11 H 2.274 -2.262 -0.332
12 H 3.181 -0.844 0.139
13 H 1.153 -0.803 1.464
14 H 0.153 -1.283 0.104
15 H -0.722 2.125 -0.180
16 H -3.512 1.066 -1.181
17 H -3.614 1.818 0.321
18 H 2.934 1.178 0.164

Results
Total charge: +1
Gap between HOMO and LUMO in hartree: 0.3868

Atomic partial charges in e from the Mulliken method, atoms 1 to 8: -0.424 0.634 -1.485 -0.171 -0.324 -0.445 -0.117 0.318

***

## c
Below is a 2-piece molecular cluster, C4H11N2S overall, with properties calculated with the ωB97M-V functional and the def2-TZVPD basis.

Geometry (Å):
1 C 1.348 0.798 -0.539
2 C -2.737 0.843 0.093
3 C 1.364 -0.784 -0.579
4 C -2.706 -0.401 -0.357
5 N 1.786 -1.356 0.479
6 N 2.103 1.145 0.680
7 S -1.454 -1.371 0.375
8 H 1.756 1.323 -1.398
9 H 0.276 1.235 -0.446
10 H -3.501 1.571 -0.213
11 H -1.939 1.402 0.671
12 H 1.094 -1.155 -1.586
13 H -3.376 -0.902 -0.906
14 H 2.196 -0.592 1.078
15 H 1.814 -2.377 0.350
16 H 2.379 2.087 0.688
17 H 1.397 1.129 1.557
18 H -1.801 -2.593 0.055

Results
Total charge: +1
Gap between HOMO and LUMO in hartree: 0.2892

Atomic partial charges in e from the Mulliken method, atoms 1 to 8: -0.051 -0.700 -0.208 0.034 -0.153 -0.774 -0.244 0.393

***

Most stable structure: b

***

## a
Below is one molecule with the formula C7H7NOS, with properties calculated with the ωB97M-V functional and the def2-TZVPD basis.

Geometry (Å):
1 C 2.179 1.414 0.254
2 C 2.022 0.355 1.158
3 C 1.111 1.893 -0.472
4 C 0.665 -0.205 1.306
5 C -0.235 1.446 -0.220
6 C -0.333 0.340 0.628
7 C -2.609 -1.183 -0.541
8 N -1.512 1.749 -0.588
9 O -3.227 0.763 1.114
10 S -2.170 0.451 0.202
11 H 3.130 1.895 0.218
12 H 2.835 0.102 1.731
13 H 1.231 2.643 -1.152
14 H 0.463 -0.995 1.957
15 H -3.597 -1.076 -0.792
16 H -2.022 -1.556 -1.375
17 H -2.576 -1.754 0.421

Results
Total charge: 0
Gap between HOMO and LUMO in hartree: 0.2990

Atomic partial charges in e from the Mulliken method, atoms 1 to 8: -0.374 -0.469 -0.688 -0.588 0.267 0.421 -0.877 -0.767

***

## b
Below is one molecule with the formula C7H7NOS, with properties calculated with the ωB97M-V functional and the def2-TZVPD basis.

Geometry (Å):
1 C 0.391 1.717 -0.210
2 C -0.892 1.335 -0.362
3 C 1.553 0.913 0.066
4 C -1.842 -2.072 -0.192
5 C -2.966 -1.425 0.215
6 C -1.441 0.011 -0.254
7 C 1.783 -0.323 -0.388
8 N -0.892 -1.150 -0.492
9 O -2.720 -0.100 0.170
10 S 3.180 -1.275 0.015
11 H 0.583 2.783 -0.219
12 H -1.655 2.093 -0.474
13 H 2.305 1.400 0.678
14 H -1.652 -3.121 -0.298
15 H -3.933 -1.753 0.534
16 H 1.100 -0.838 -1.040
17 H 3.674 -0.449 0.938

Results
Total charge: 0
Gap between HOMO and LUMO in hartree: 0.3073
SMILES: S/C=C/C=C\c1ncco1

Atomic partial charges in e from the Mulliken method, atoms 1 to 8: -0.211 -0.818 -0.482 -0.547 -0.066 0.707 0.100 -0.316

***

Most stable structure: b

***

## a
Below is an isolated ion of composition C3H7N4 and charge +1, with properties calculated with the ωB97M-V functional and the def2-TZVPD basis.

Geometry (Å):
1 C -0.350 -1.233 0.914
2 C -1.754 -0.161 -0.655
3 C 0.932 -0.343 0.849
4 N -1.375 -1.125 0.237
5 N -1.699 1.080 -0.484
6 N 1.341 0.997 -0.974
7 N 0.806 0.848 0.155
8 H -0.247 -2.043 1.623
9 H -2.162 -0.556 -1.582
10 H 1.086 -0.091 1.906
11 H 1.734 -1.007 0.488
12 H 1.882 0.269 -1.457
13 H 1.230 1.899 -1.431
14 H -1.424 1.467 0.412

Results
Total charge: +1
Gap between HOMO and LUMO (alpha / beta) in hartree: 0.2713 / 0.2714
SMILES: [H]/N=C\N=C/CN=[NH2+]

Atomic partial charges in e from the Mulliken method, atoms 1 to 8: -0.068 0.052 -0.344 -0.366 -0.505 -0.123 -0.018 0.426

***

## b
Below is an isolated ion of composition C3H7N4 and charge +1, with properties calculated with the ωB97M-V functional and the def2-TZVPD basis.

Geometry (Å):
1 C -1.692 -1.178 -0.062
2 C -0.364 -0.274 0.085
3 C 1.043 -0.682 -0.120
4 N -2.587 -0.267 -0.026
5 N -0.725 0.972 0.133
6 N -2.129 0.961 -0.080
7 N 1.961 0.578 0.114
8 H -1.848 -2.245 -0.054
9 H 1.341 -1.440 0.568
10 H 1.326 -0.953 -1.172
11 H -2.771 1.668 0.333
12 H 2.927 0.460 0.507
13 H 1.386 1.309 0.618
14 H 2.130 1.092 -0.844

Results
Total charge: +1
Gap between HOMO and LUMO in hartree: 0.3710
SMILES: [NH3+]Cc1cn[nH]n1

Atomic partial charges in e from the Mulliken method, atoms 1 to 8: -0.224 0.433 -0.428 -0.342 -0.401 -0.053 -0.466 0.387

***

Most stable structure: b